[1]
{"formula": "C25H32N2P2Rh", "method": "wB97M-V/def2-TZVPD", "elements": ["C", "C", "C", "C", "C", "C", "C", "C", "C", "C", "C", "C", "C", "H", "H", "H", "H", "H", "H", "H", "N", "Rh", "C", "H", "H", "C", "H", "H", "P", "P", "C", "H", "H", "H", "C", "H", "H", "H", "C", "H", "H", "H", "C", "H", "H", "H", "H", "H", "N", "C", "C", "C", "C", "C", "C", "H", "H", "H", "H", "H", "H", "H"], "positions_angstrom": [[-2.7589, -0.7875, -4.1310], [-2.3732, -0.1834, -2.9390], [-2.2974, -0.9750, -1.7517], [-2.6490, -2.3563, -1.8159], [-2.9203, -2.9397, -3.0576], [-2.9902, -2.1621, -4.2040], [-2.7978, -3.1382, -0.5896], [-3.1796, -2.3057, 0.5505], [-2.9172, -0.9042, 0.5302], [-3.6237, -0.0394, 1.4168], [-4.4286, -0.6049, 2.3984], [-4.5583, -1.9896, 2.5166], [-3.9532, -2.8311, 1.5939], [-2.8639, -0.1672, -5.0208], [-3.1202, -4.0108, -3.0940], [-3.2512, -2.6225, -5.1558], [-3.5235, -3.9529, -0.7167], [-4.9541, 0.0552, 3.0866], [-5.1691, -2.4115, 3.3116], [-4.1101, -3.9092, 1.6310], [-2.0904, -0.4133, -0.4870], [-0.6450, 0.8324, -0.0570], [-2.0518, 1.2918, -2.9085], [-2.8039, 1.8733, -2.3504], [-1.9777, 1.7036, -3.9246], [-3.4940, 1.4682, 1.3116], [-3.8613, 1.8660, 0.3521], [-4.0363, 1.9755, 2.1206], [-0.4435, 1.5511, -2.0569], [-1.7257, 1.9322, 1.4299], [-1.2905, 1.4130, 3.1293], [-0.2367, 1.6443, 3.3351], [-1.9211, 1.9247, 3.8677], [-1.4361, 0.3306, 3.2286], [-1.6195, 3.7361, 1.4291], [-2.4259, 4.1696, 2.0358], [-0.6513, 4.0370, 1.8511], [-1.6971, 4.1099, 0.4007], [0.7165, 0.5212, -3.0107], [0.8333, 0.9168, -4.0271], [1.6878, 0.5019, -2.5007], [0.3257, -0.5014, -3.0643], [0.0237, 3.2677, -2.3653], [1.1189, 3.3476, -2.3441], [-0.3433, 3.5890, -3.3512], [-0.4049, 3.9186, -1.5918], [-1.6527, -4.0655, -0.4325], [-0.9763, -4.5077, -0.3938], [1.2965, 1.3609, 0.7157], [2.4497, 0.5280, 0.4426], [2.6630, -0.6013, 1.2256], [3.8404, -1.3405, 1.0465], [4.7593, -0.9630, 0.0593], [4.5002, 0.1411, -0.7627], [3.3288, 0.8897, -0.5786], [1.1338, 1.4493, 1.7172], [1.3963, 2.3021, 0.3421], [1.9170, -0.8883, 1.9712], [4.0382, -2.2035, 1.6829], [5.6884, -1.5258, -0.0637], [5.2057, 0.4308, -1.5444], [3.1025, 1.7550, -1.2120]], "lowdin_spin": [0.050, 0.050, 0.064, 0.046, 0.049, 0.048, 0.397, 0.045, 0.074, 0.047, 0.057, 0.042, 0.055, 0.002, 0.002, 0.001, 0.005, 0.003, 0.001, 0.002, 0.461, 1.463, 0.012, 0.002, 0.004, 0.011, 0.001, 0.004, 0.169, 0.172, 0.052, 0.001, 0.010, 0.003, 0.037, 0.009, 0.000, 0.002, 0.057, 0.011, 0.002, 0.002, 0.036, 0.000, 0.008, 0.003, 0.092, 0.184, 0.088, 0.014, 0.014, -0.001, 0.011, -0.001, 0.011, 0.008, 0.008, 0.002, 0.000, 0.001, 0.000, 0.000], "total_charge": 1, "homo_lumo_gap_ev": [6.7643, 6.1087], "homo_ev": [-8.81, -10.98], "multiplicity": 5}



[2]
{"formula": "C5H9NO", "method": "wB97M-V/def2-TZVPD", "elements": ["C", "C", "C", "C", "C", "H", "H", "H", "H", "H", "H", "H", "H", "H", "N", "O"], "positions_angstrom": [[1.0261, -0.2736, 0.4410], [0.7398, 1.1557, 0.0357], [-1.2256, 0.1461, 0.2733], [-1.9331, -1.0291, -0.0748], [-0.3482, -0.8237, -0.0160], [1.8811, -1.2269, -1.1098], [1.2849, -0.4762, 1.4562], [1.1647, 1.6895, 0.8914], [1.4101, 1.7820, -0.8164], [-1.4873, 2.0647, -0.1192], [-1.4002, 0.4305, 1.4489], [-2.4953, -1.7740, 0.4889], [-2.1948, -0.8466, -1.1960], [-0.1995, -0.5852, -1.1646], [-0.8614, 1.3189, -0.3444], [2.3139, -0.6679, -0.1781]], "nbo_charge": [0.087, -0.267, -0.093, -0.329, -0.321, 0.461, 0.198, 0.209, 0.234, 0.377, 0.144, 0.241, 0.218, 0.188, -0.641, -0.705], "smiles": "O[C@H]1CN[C@H]2C[C@@H]21", "homo_lumo_gap_ev": 9.8323, "homo_ev": -8.91}



[3]
{"formula": "C3H5NO2", "method": "wB97M-V/def2-TZVPD", "elements": ["N", "C", "O", "C", "C", "O", "H", "H", "H", "H", "H"], "positions_angstrom": [[0.7738, -0.9824, 2.4818], [0.5351, -0.5333, 1.4266], [1.4851, 2.3618, 0.0999], [0.7164, 1.7943, -0.6301], [-1.5071, -0.7503, -0.9312], [-1.9645, -1.6738, -0.3109], [0.9674, -1.3709, 3.3819], [1.0499, 1.0564, -1.3862], [-0.3746, 1.9894, -0.6049], [-1.9564, 0.2641, -0.8958], [-0.6198, -0.8558, -1.5880]], "nbo_charge": [-0.724, 0.284, -0.499, 0.286, 0.284, -0.498, 0.450, 0.105, 0.101, 0.102, 0.107], "homo_lumo_gap_ev": 10.5131, "homo_ev": -9.95}



[4]
{"formula": "C5H8Br2NO2", "method": "wB97M-V/def2-TZVPD", "elements": ["C", "C", "Br", "C", "C", "Br", "H", "H", "H", "H", "H", "C", "N", "O", "O", "H", "H", "H"], "positions_angstrom": [[-3.1459, 1.3658, -0.6365], [-1.6850, 1.5142, -0.5292], [-0.7494, -0.0850, 0.0966], [-0.9910, 2.6339, -0.8192], [0.5269, 2.7722, -0.7387], [-1.8845, 4.2616, -1.4067], [-3.4770, 2.0431, -1.4488], [-3.2797, 0.3501, -1.0735], [0.8867, 2.8667, -1.7823], [0.8414, 3.6532, -0.1556], [1.0014, 1.8802, -0.3159], [2.1385, -3.7764, 1.4428], [1.1535, -2.7398, 1.0277], [0.3615, -2.3565, 1.8642], [1.2202, -2.3573, -0.1211], [1.9647, -4.0226, 2.4849], [1.9859, -4.6449, 0.8082], [3.1316, -3.3585, 1.3031]], "nbo_charge": [-0.871, -0.049, -0.037, -0.261, -0.636, -0.072, 0.168, 0.156, 0.186, 0.187, 0.223, -0.485, 0.527, -0.357, -0.359, 0.223, 0.227, 0.228], "total_charge": -1, "homo_lumo_gap_ev": 4.3791, "homo_ev": -1.80}



[5]
{"formula": "CH8N2O3", "method": "wB97M-V/def2-TZVPD", "elements": ["N", "C", "N", "O", "H", "H", "H", "H", "H", "H", "O", "H", "H", "O"], "positions_angstrom": [[1.4868, -1.1849, -2.5124], [0.3003, -1.3189, -1.8661], [-0.7979, -1.0831, -2.6470], [0.2109, -1.5728, -0.6750], [1.4871, -1.1292, -3.5132], [2.3413, -1.4791, -2.0769], [-1.6859, -1.1002, -2.1762], [-0.7455, -0.8420, -3.6189], [0.2753, 0.4762, 1.4962], [0.0866, -1.0295, 1.3671], [0.2575, -0.3307, 2.0209], [-0.5703, 3.8100, 4.1731], [-1.8426, 4.7066, 3.9641], [-1.2263, 4.3568, 4.6084]], "nbo_charge": [-0.835, 0.780, -0.848, -0.687, 0.380, 0.411, 0.411, 0.389, 0.460, 0.495, -0.957, 0.475, 0.471, -0.946], "smiles": "NC(N)=O.O.O", "homo_lumo_gap_ev": 10.9926, "homo_ev": -10.51}



[6]
{"formula": "C42H34N3S4W", "method": "wB97M-V/def2-TZVPD", "elements": ["W", "S", "C", "C", "C", "C", "C", "C", "S", "C", "C", "C", "C", "C", "C", "C", "S", "C", "C", "C", "C", "C", "C", "S", "N", "H", "H", "H", "H", "H", "H", "H", "H", "H", "H", "H", "H", "H", "H", "H", "C", "C", "C", "C", "C", "C", "C", "C", "C", "C", "C", "C", "C", "C", "C", "N", "H", "H", "H", "H", "H", "H", "H", "H", "H", "H", "C", "C", "C", "C", "C", "C", "C", "C", "N", "H", "H", "H", "H", "H", "H", "H", "H", "H"], "positions_angstrom": [[-0.1192, -0.3670, -0.3280], [-0.5460, 1.6828, -1.6080], [-2.2418, 2.1084, -1.4409], [-2.8485, 2.8767, -2.4347], [-4.1533, 3.3097, -2.2811], [-4.8758, 2.9827, -1.1389], [-4.2864, 2.2139, -0.1513], [-2.9690, 1.7910, -0.2980], [-2.2642, 0.6856, 0.9025], [-1.9649, 1.7748, 2.3225], [-0.7867, 2.6886, 2.1693], [-0.8138, 3.9207, 2.8048], [0.2821, 4.7586, 2.6833], [1.3471, 4.3254, 1.9192], [1.2866, 3.0715, 1.3157], [2.4844, 2.6536, 0.5094], [2.2985, 1.2824, -0.6507], [2.6284, -1.3572, 0.0943], [4.1482, -1.1383, -0.2086], [4.5245, -3.0555, 0.6548], [3.5108, -3.8489, 1.4258], [2.4411, -3.2291, 1.9351], [2.4787, -1.8024, 1.5859], [-0.6532, -1.5516, 1.7224], [0.2464, 2.2578, 1.4465], [-2.2781, 3.1247, -3.3211], [-4.6140, 3.9016, -3.0611], [-5.8994, 3.3130, -1.0257], [-4.8428, 1.9295, 0.7344], [-1.8145, 1.0809, 3.1520], [-2.8783, 2.3402, 2.4974], [-1.6815, 4.2137, 3.3805], [0.2968, 5.7312, 3.1565], [2.2219, 4.9456, 1.7738], [3.3014, 2.3784, 1.1809], [2.8220, 3.4911, -0.0999], [4.4159, -0.2494, -0.7649], [5.4683, -3.5934, 0.6028], [3.6802, -4.9092, 1.5726], [1.6733, -3.6945, 2.5376], [3.6773, -1.0692, 2.1118], [4.7362, -1.5122, 1.1206], [4.0994, -2.5612, -0.8064], [2.6238, -2.3075, -1.0332], [1.8402, -0.0988, 0.4520], [2.3185, -0.3265, 1.8855], [1.8067, -2.1694, -2.0947], [2.1254, -2.6980, -3.4035], [1.4015, -2.3707, -4.4808], [0.1663, -1.6332, -4.3221], [-0.6682, -1.3319, -5.3958], [-1.9181, -0.7740, -5.1965], [-2.3810, -0.5794, -3.9027], [-1.5600, -0.8613, -2.8268], [-0.2428, -1.3025, -3.0172], [0.6251, -1.3916, -1.9224], [3.8822, -1.1914, 3.1695], [5.7684, -1.2536, 1.3458], [4.7211, -2.9205, -1.6228], [1.8685, 0.1517, 2.7487], [3.0135, -3.3109, -3.4710], [1.6825, -2.7044, -5.4714], [-0.3232, -1.5621, -6.3963], [-2.5537, -0.5405, -6.0398], [-3.3930, -0.2372, -3.7287], [-1.9707, -0.7984, -1.8176], [-4.2784, -1.7227, -0.0974], [-3.4723, -2.9726, -0.2967], [-4.1474, -4.1442, -0.6069], [-3.4740, -5.3382, -0.7869], [-2.1000, -5.3624, -0.6692], [-1.3801, -4.2119, -0.3705], [0.1111, -4.3252, -0.2731], [-2.0692, -3.0010, -0.1688], [-1.3486, -1.8063, 0.1658], [-5.3291, -1.9225, -0.3016], [-3.9517, -0.9202, -0.7601], [-4.1908, -1.3730, 0.9304], [-5.2251, -4.1136, -0.7074], [-4.0211, -6.2439, -1.0130], [-1.5601, -6.2916, -0.8078], [0.3879, -5.2386, 0.2535], [0.5532, -3.4888, 0.2515], [0.5486, -4.3754, -1.2715]], "lowdin_charge": [1.295, 0.666, -0.624, -0.099, -0.061, -0.066, -0.088, -0.504, 0.873, -0.330, -0.316, -0.006, -0.028, -0.010, -0.317, -0.369, 0.930, -0.333, -0.133, -0.115, -0.018, -0.020, -0.324, 0.707, 0.109, 0.111, 0.113, 0.111, 0.116, 0.087, 0.093, 0.122, 0.119, 0.124, 0.100, 0.090, 0.128, 0.139, 0.114, 0.111, -0.056, -0.109, -0.053, -0.066, -0.635, -0.104, -0.206, 0.002, -0.004, -0.150, -0.016, -0.061, -0.063, -0.117, -0.240, -0.048, 0.155, 0.144, 0.142, 0.134, 0.122, 0.121, 0.120, 0.111, 0.116, 0.048, -0.050, -0.206, -0.043, -0.061, -0.042, -0.197, -0.035, -0.251, -0.648, 0.085, 0.054, 0.068, 0.113, 0.111, 0.119, 0.097, 0.013, 0.090], "total_charge": 1, "homo_lumo_gap_ev": [5.3305, 5.3261], "homo_ev": [-9.45, -9.45]}



[7]
{"formula": "C24H40CdN6Si3", "method": "wB97M-V/def2-TZVPD", "elements": ["Cd", "C", "Si", "C", "C", "C", "C", "C", "C", "C", "C", "N", "Si", "C", "C", "C", "H", "H", "H", "H", "H", "H", "H", "H", "H", "H", "H", "H", "H", "H", "H", "H", "H", "H", "H", "H", "H", "H", "C", "Si", "C", "C", "C", "C", "H", "H", "H", "H", "H", "H", "H", "H", "H", "N", "C", "C", "C", "N", "H", "H", "H", "H", "N", "C", "C", "N", "C", "C", "N", "H", "H", "H", "H", "H"], "positions_angstrom": [[-0.3529, -0.0757, 0.2406], [2.6009, 1.8905, 1.7686], [1.6777, 2.6304, 0.3171], [2.0522, 4.4607, 0.4496], [2.4315, 2.0612, -1.2977], [-0.1172, 2.1087, 0.3317], [-0.7706, 2.4090, -0.9877], [-0.7585, 3.6693, -1.5738], [-1.2910, 3.8271, -2.8275], [-1.8511, 2.7726, -3.5444], [-1.8589, 1.5480, -2.8948], [-1.3463, 1.3907, -1.6708], [-1.2258, 2.6955, 1.7249], [-1.5060, 4.5773, 1.7720], [-0.4206, 2.1930, 3.3322], [-2.9935, 2.0516, 1.4701], [3.6085, 1.6515, 1.4326], [2.1714, 0.9726, 2.1536], [2.6591, 2.6001, 2.6025], [3.1432, 4.5639, 0.3813], [1.7528, 4.8341, 1.4636], [1.6466, 5.0886, -0.3336], [3.3450, 1.4863, -1.1177], [2.6448, 2.9438, -1.9092], [1.8018, 1.3934, -1.8916], [-0.3325, 4.4722, -1.0061], [-1.2891, 4.8169, -3.2843], [-2.2478, 2.9033, -4.5244], [-2.2697, 0.6853, -3.3320], [-0.5924, 5.1760, 1.8883], [-2.2245, 4.7708, 2.6107], [-2.0175, 4.9003, 0.8646], [0.3869, 2.8921, 3.5974], [0.0696, 1.2024, 3.2473], [-1.1067, 2.1520, 4.1852], [-3.4623, 2.5805, 0.6359], [-3.6068, 2.2534, 2.3577], [-3.0438, 0.9985, 1.2503], [-1.2105, -6.1966, -0.4567], [-1.3593, -4.7964, -1.6467], [-0.0979, -4.9339, -3.0107], [-3.0943, -4.6287, -2.3192], [-1.0429, -3.1809, -0.8894], [-0.6953, -2.0567, -0.5375], [-1.2692, -7.1453, -0.9905], [-1.9593, -6.1910, 0.3574], [-0.2337, -6.2291, 0.0518], [-0.2416, -5.8197, -3.6296], [0.9102, -4.9507, -2.5693], [-0.1459, -4.0537, -3.6361], [-3.3923, -5.4227, -2.9773], [-3.1379, -3.7164, -2.9086], [-3.7434, -4.5245, -1.4674], [-1.8457, -2.2965, 2.1945], [-2.2235, -2.8464, 3.3352], [-2.4632, -1.8192, 4.2136], [-2.1783, -0.6445, 3.4864], [-1.8121, -0.9708, 2.2542], [-1.5576, -2.7315, 1.3110], [-2.2897, -3.9387, 3.5070], [-2.8526, -1.9542, 5.2042], [-2.2032, 0.3801, 3.7784], [4.0207, -1.1573, -3.0026], [3.8489, -1.2615, -1.6438], [2.5714, -1.1214, -1.0939], [2.3873, -1.0834, 0.2205], [3.4509, -1.3328, 0.9868], [4.7027, -1.5113, 0.4296], [4.9178, -1.4017, -0.8633], [3.3500, -0.7112, -3.5748], [4.9711, -1.1717, -3.3163], [1.7346, -1.0378, -1.7818], [3.3043, -1.4019, 2.0415], [5.5731, -1.6877, 1.0610]], "lowdin_charge": [1.317, -0.192, 0.393, -0.185, -0.170, -0.503, -0.461, -0.056, -0.065, -0.062, -0.133, 0.036, 0.402, -0.180, -0.203, -0.190, 0.027, -0.001, 0.032, 0.037, 0.040, 0.016, 0.023, 0.038, 0.016, 0.089, 0.110, 0.091, 0.090, 0.017, 0.044, 0.019, 0.033, 0.021, 0.028, 0.033, 0.035, -0.011, -0.196, 0.371, -0.188, -0.184, -0.291, -0.255, 0.029, 0.035, 0.036, 0.028, 0.037, 0.024, 0.020, 0.031, 0.023, -0.033, -0.121, -0.069, -0.155, -0.040, 0.070, 0.131, 0.088, 0.069, 0.140, -0.382, -0.142, 0.044, -0.156, -0.134, 0.123, 0.083, 0.094, 0.092, 0.096, 0.109], "homo_lumo_gap_ev": 8.9285, "homo_ev": -8.34}



[8]
{"formula": "C4H9N", "method": "wB97M-V/def2-TZVPD", "elements": ["N", "C", "C", "C", "C", "H", "H", "H", "H", "H", "H", "H", "H", "H"], "positions_angstrom": [[1.2265, -0.7119, 1.3658], [1.3402, -0.4980, -0.1137], [-1.8112, 1.1137, -0.3658], [-1.0815, -0.2115, -0.3184], [0.0638, -0.7209, -0.9100], [2.2264, -0.6863, 1.5807], [0.9667, 0.1894, 1.7743], [2.0383, -1.2886, -0.4172], [1.8286, 0.4165, -0.4642], [-2.0757, 1.3658, 0.6549], [-1.1653, 1.9278, -0.6958], [-2.6689, 1.1399, -1.0479], [-1.0533, -0.6267, 0.7020], [0.1654, -1.4093, -1.7448]], "nbo_charge": [-0.804, -0.269, -0.647, -0.207, -0.173, 0.349, 0.343, 0.176, 0.185, 0.221, 0.220, 0.214, 0.186, 0.207], "smiles": "C/C=C\\CN", "homo_lumo_gap_ev": 7.5522, "homo_ev": -7.30}



Computed DFT total energy (Eh) in order:
-1874.28183, -325.63468, -322.43300, -5548.43337, -378.16600, -3444.60412, -2303.31103, -212.40966
Computed energy relative to the best compared isomer or geometry (same formula, charge and spin) (kJ/mol) in order:
0.0, 795.2, 371.1, 487.8, 56.5, 735.3, 0.0, 371.5